(1)
This record from OMol25 describes a structure of composition C15H17KN4P in a non-equilibrium geometry. The level of theory is wB97M-V/def2-TZVPD.

Last column: Löwdin charge in e.
CARTESIAN COORDINATES (ANGSTROEM)
K (-2.352, -1.115, -1.132)  0.747
P (2.215, -1.437, -1.541)  1.049
N (4.147, -1.884, 0.427)  -0.160
N (4.922, -2.058, -1.821)  -0.160
N (4.465, 0.140, -0.875)  -0.075
N (-10.086, 3.403, 2.729)  0.159
C (3.637, -2.259, -2.456)  -0.322
C (4.533, -0.530, 0.500)  -0.111
C (5.330, -0.710, -1.815)  -0.111
C (-7.689, 1.383, 1.198)  -0.027
C (-6.449, 0.942, 0.802)  -0.039
C (-9.063, 3.007, 2.390)  -0.202
C (-5.408, 2.780, 1.955)  -0.026
C (3.073, 0.241, -1.364)  -0.274
C (-7.800, 2.535, 1.979)  -0.243
C (2.734, -2.055, 0.158)  -0.320
C (4.986, -2.634, -0.490)  -0.148
C (-4.031, 1.142, 0.728)  -0.290
C (-5.286, 1.631, 1.169)  -0.278
C (-6.646, 3.229, 2.356)  -0.022
C (-2.929, 0.763, 0.374)  -0.288
H (6.021, -2.626, -0.141)  0.145
H (4.641, -3.667, -0.526)  0.143
H (5.260, -0.288, -2.821)  0.150
H (-8.577, 0.842, 0.906)  0.118
H (-6.737, 4.117, 2.961)  0.119
H (4.865, 1.079, -0.809)  0.188
H (6.358, -0.639, -1.451)  0.151
H (2.152, -1.533, 0.924)  0.100
H (3.880, 0.014, 1.187)  0.152
H (3.674, -1.879, -3.481)  0.097
H (3.423, -3.329, -2.515)  0.098
H (5.568, -0.452, 0.841)  0.151
H (2.485, 0.857, -0.674)  0.106
H (2.485, -3.117, 0.224)  0.098
H (3.069, 0.742, -2.338)  0.103
H (-6.353, 0.051, 0.196)  0.108
H (-4.516, 3.315, 2.245)  0.115

Atoms 1-6, force components in eV/Å:
-0.02 -0.43 -0.37
0.53 0.19 0.22
0.15 -0.19 0.34
0.27 -0.21 -0.12
0.38 0.08 0.10
-0.30 0.10 0.09

Strongest force on any atom = 0.0212 hartree/bohr
LUMO = -0.1200 Eh
Net charge = +1
Highest occupied orbital energy = -0.3385 hartree
Gap between HOMO and LUMO = 0.219 Eh
Total energy = -47395.2027 eV

***

(2)
This record from OMol25 describes a structure of composition C15H17N2 in a non-equilibrium geometry. The level of theory is wB97M-V/def2-TZVPD.

Last column: Löwdin charge in e.
CARTESIAN COORDINATES (ANGSTROEM)
N (-0.478, -1.657, 1.790)  0.028
N (0.070, -0.559, -0.566)  0.011
C (-1.448, -2.492, -0.655)  -0.024
C (-0.172, 1.707, -0.887)  -0.100
C (-0.853, 2.921, -0.966)  0.009
C (-0.258, -1.864, 3.262)  -0.037
C (-0.208, -1.854, -0.082)  -0.091
C (3.630, 1.558, -0.871)  -0.055
C (2.578, -0.628, -0.533)  -0.003
C (-2.264, 0.481, -0.562)  -0.017
C (-2.953, 1.700, -0.708)  -0.056
C (-0.879, 0.485, -0.680)  -0.143
C (-2.256, 2.903, -0.915)  -0.057
C (3.728, 0.170, -0.652)  -0.056
C (1.233, 1.398, -0.880)  -0.106
C (2.379, 2.190, -0.953)  0.008
C (1.352, 0.006, -0.665)  -0.151
H (2.623, -1.696, -0.327)  0.108
H (-2.815, 3.831, -1.048)  0.114
H (2.257, 3.265, -1.077)  0.121
H (-1.429, -1.989, 1.607)  0.095
H (4.538, 2.153, -0.988)  0.113
H (-2.805, -0.439, -0.364)  0.088
H (-1.678, -2.213, -1.684)  0.118
H (-2.325, -2.274, -0.046)  0.073
H (4.713, -0.295, -0.567)  0.113
H (-0.278, 3.844, -1.073)  0.124
H (0.669, -2.450, 3.421)  0.095
H (-0.617, -0.652, 1.638)  0.120
H (-4.047, 1.706, -0.658)  0.116
H (0.675, -2.496, -0.098)  0.137
H (-0.199, -0.851, 3.721)  0.102
H (-1.165, -2.338, 3.721)  0.105
H (-1.317, -3.574, -0.655)  0.100

Atoms 1-6, force components in eV/Å:
-2.44 0.92 -1.07
-0.88 -2.29 1.05
-0.28 -0.82 0.85
-1.01 -0.24 0.33
-0.34 -0.41 -0.14
0.32 -0.01 0.67

Strongest force on any atom = 0.0644 hartree/bohr
LUMO = -0.1362 Eh
Net charge = +1
Highest occupied orbital energy = -0.4235 hartree
Gap between HOMO and LUMO = 0.287 Eh
Total energy = -18803.8333 eV

***

(3)
This record from OMol25 describes the molecule C15H17N3O2S in a non-equilibrium geometry. The level of theory is wB97M-V/def2-TZVPD.

Last column: Löwdin charge in e.
CARTESIAN COORDINATES (ANGSTROEM)
S (-0.051, 0.564, 0.642)  0.968
O (-1.959, -2.447, -0.684)  0.069
O (6.564, 0.885, -0.277)  0.045
N (3.503, -0.919, 0.289)  0.088
N (-2.811, -0.572, 0.247)  0.063
N (2.228, -0.767, 0.448)  0.002
C (3.778, 1.444, 0.027)  0.022
C (-5.572, 1.311, -0.805)  -0.195
C (7.788, 0.352, -0.382)  -0.114
C (4.293, 0.130, 0.084)  -0.199
C (-5.237, -0.549, 0.645)  -0.141
C (5.701, -0.139, -0.072)  -0.232
C (7.743, -1.005, -0.250)  -0.055
C (-0.546, -1.187, 0.783)  -0.341
C (-4.106, -0.621, -0.396)  -0.289
C (-5.640, 0.922, 0.669)  -0.199
C (-4.317, 0.600, -1.319)  -0.125
C (-1.836, -1.472, 0.022)  -0.561
C (2.429, 1.603, 0.195)  -0.066
C (6.387, -1.330, -0.048)  -0.002
C (1.678, 0.434, 0.409)  -0.594
H (8.571, -1.681, -0.291)  0.102
H (-4.918, 1.505, 1.245)  0.108
H (-6.079, -1.156, 0.312)  0.115
H (-6.455, 0.932, -1.321)  0.110
H (0.275, -1.782, 0.385)  0.072
H (-6.628, 1.078, 1.100)  0.106
H (4.440, 2.279, -0.144)  0.119
H (1.944, 2.567, 0.167)  0.106
H (-5.526, 2.388, -0.954)  0.105
H (-3.449, 1.257, -1.244)  0.111
H (-0.682, -1.412, 1.842)  0.090
H (-2.618, 0.237, 0.818)  0.110
H (-4.910, -0.921, 1.615)  0.113
H (-4.120, -1.563, -0.948)  0.144
H (8.603, 1.028, -0.549)  0.121
H (5.953, -2.297, 0.098)  0.111
H (-4.417, 0.302, -2.361)  0.110

Atoms 1-6, force components in eV/Å:
-0.31 0.02 -0.05
0.00 -0.30 -0.21
-0.50 0.37 0.03
1.40 -0.22 -0.18
-0.28 0.28 0.14
-0.95 0.14 0.16

Strongest force on any atom = 0.0279 hartree/bohr
LUMO = 0.0097 Eh
SMILES = O=C(CSc1ccc(-c2ccco2)nn1)NC1CCCC1
Highest occupied orbital energy = -0.2970 hartree
Gap between HOMO and LUMO = 0.307 Eh
Total energy = -35230.4365 eV

***

Question: Look up the gap between HOMO and LUMO of the third one.
Answer: 0.307 Eh

***

Question: The lowest highest occupied orbital energy belongs to which entry?
Answer: C15H17N2

***

Repeat the first record exactly.
This record from OMol25 describes a structure of composition C15H17KN4P in a non-equilibrium geometry. The level of theory is wB97M-V/def2-TZVPD.

Last column: Löwdin charge in e.
CARTESIAN COORDINATES (ANGSTROEM)
K (-2.352, -1.115, -1.132)  0.747
P (2.215, -1.437, -1.541)  1.049
N (4.147, -1.884, 0.427)  -0.160
N (4.922, -2.058, -1.821)  -0.160
N (4.465, 0.140, -0.875)  -0.075
N (-10.086, 3.403, 2.729)  0.159
C (3.637, -2.259, -2.456)  -0.322
C (4.533, -0.530, 0.500)  -0.111
C (5.330, -0.710, -1.815)  -0.111
C (-7.689, 1.383, 1.198)  -0.027
C (-6.449, 0.942, 0.802)  -0.039
C (-9.063, 3.007, 2.390)  -0.202
C (-5.408, 2.780, 1.955)  -0.026
C (3.073, 0.241, -1.364)  -0.274
C (-7.800, 2.535, 1.979)  -0.243
C (2.734, -2.055, 0.158)  -0.320
C (4.986, -2.634, -0.490)  -0.148
C (-4.031, 1.142, 0.728)  -0.290
C (-5.286, 1.631, 1.169)  -0.278
C (-6.646, 3.229, 2.356)  -0.022
C (-2.929, 0.763, 0.374)  -0.288
H (6.021, -2.626, -0.141)  0.145
H (4.641, -3.667, -0.526)  0.143
H (5.260, -0.288, -2.821)  0.150
H (-8.577, 0.842, 0.906)  0.118
H (-6.737, 4.117, 2.961)  0.119
H (4.865, 1.079, -0.809)  0.188
H (6.358, -0.639, -1.451)  0.151
H (2.152, -1.533, 0.924)  0.100
H (3.880, 0.014, 1.187)  0.152
H (3.674, -1.879, -3.481)  0.097
H (3.423, -3.329, -2.515)  0.098
H (5.568, -0.452, 0.841)  0.151
H (2.485, 0.857, -0.674)  0.106
H (2.485, -3.117, 0.224)  0.098
H (3.069, 0.742, -2.338)  0.103
H (-6.353, 0.051, 0.196)  0.108
H (-4.516, 3.315, 2.245)  0.115

Atoms 1-6, force components in eV/Å:
-0.02 -0.43 -0.37
0.53 0.19 0.22
0.15 -0.19 0.34
0.27 -0.21 -0.12
0.38 0.08 0.10
-0.30 0.10 0.09

Strongest force on any atom = 0.0212 hartree/bohr
LUMO = -0.1200 Eh
Net charge = +1
Highest occupied orbital energy = -0.3385 hartree
Gap between HOMO and LUMO = 0.219 Eh
Total energy = -47395.2027 eV